12
Properties=species:S:1:pos:R:3:forces:R:3:nbo_charge:R:1 method="wB97M-V/def2-TZVPD" gap_ev=10.688 smiles="NC=O.NC=O" homo_energy_ev=-9.803 charge=0 e_above_lowest_kcal_mol=12.8
C 1.87874 -0.63457 0.46123 0.82 -1.29 -1.50 0.535
N 1.74490 0.63556 0.86862 -1.39 1.27 -0.14 -0.820
O 1.24253 -1.21988 -0.42978 0.48 1.09 1.72 -0.638
H 2.76229 -1.15206 0.93777 -0.71 0.39 -0.26 0.113
H 2.50983 1.11623 1.32951 -0.39 -0.44 0.06 0.404
H 0.91064 1.21699 0.60665 1.18 -0.92 0.08 0.429
C -2.15722 0.49710 -0.29953 -0.72 -1.75 -1.74 0.531
N -1.49558 -0.56726 -0.95575 -1.47 0.65 0.56 -0.878
O -1.65973 1.56103 -0.06439 1.40 0.80 0.69 -0.624
H -3.25791 0.42950 -0.05622 0.76 -0.90 -0.45 0.112
H -2.02152 -1.33527 -1.44746 0.96 1.38 1.22 0.402
H -0.45698 -0.54738 -0.95067 -0.92 -0.28 -0.24 0.434

---

9
Properties=species:S:1:pos:R:3:forces:R:3:nbo_charge:R:1 method="wB97M-V/def2-TZVPD" gap_ev="6.213 / 6.666" s2=2.0167 homo_energy_ev="-6.020 / -9.294" charge=0 spin_multiplicity=3 e_above_lowest_kcal_mol=0.0
C 3.38630 -0.09553 0.07534 5.06 0.29 0.15 -0.118
C 2.19065 -0.08175 -0.03082 -7.68 -0.13 -0.07 -0.215
C 0.83448 -0.10796 -0.02118 1.02 -0.14 0.05 0.097
C -0.48952 -0.24095 0.10059 1.39 -0.56 -0.01 -0.400
Si -2.33024 -0.12617 0.05047 1.92 0.62 0.24 0.809
H 4.39734 0.22931 -0.12428 -0.45 -0.23 0.09 0.225
H -2.25919 1.19670 -0.45548 -0.61 1.42 -0.91 -0.161
H -2.84006 0.22065 1.39284 -0.35 -0.89 0.07 -0.121
H -2.88977 -0.99431 -0.98749 -0.29 -0.38 0.39 -0.116

---

9
Properties=species:S:1:pos:R:3:forces:R:3:nbo_charge:R:1 method="wB97M-V/def2-TZVPD" gap_ev=10.432 smiles=Nn1nn[nH+]n1 homo_energy_ev=-16.654 charge=+1 e_above_lowest_kcal_mol=68.3
N 0.94436 1.20762 -0.35791 -0.44 -0.25 1.41 0.128
N 1.10815 0.69550 -1.50732 -2.15 -0.51 4.10 0.036
N -0.10420 0.49809 0.40017 -2.35 -3.34 -3.77 0.073
N 0.18384 -0.41264 -1.48994 3.06 0.81 -6.17 -0.129
N -0.56731 -0.51401 -0.55632 0.01 1.20 4.05 0.144
N -0.49106 0.22108 1.79837 4.04 -1.68 -0.02 -0.603
H 0.30993 -0.88063 -2.49527 -1.41 0.34 2.87 0.509
H -0.00622 -0.71131 1.96623 0.20 1.76 -0.18 0.383
H -1.37748 -0.10371 2.24200 -0.96 1.68 -2.29 0.460

---

47
Properties=species:S:1:pos:R:3:forces:R:3:nbo_charge:R:1 method="wB97M-V/def2-TZVPD" gap_ev=7.816 homo_energy_ev=-6.002 charge=-1 e_above_lowest_kcal_mol=193.1
O -6.32267 0.73159 -0.22180 -0.58 4.29 0.18 -0.972
H 1.35146 -4.68894 2.34961 -2.72 -2.26 1.48 0.480
H -0.87527 0.00006 5.67879 -0.69 0.13 0.09 0.465
O 2.46669 2.34673 3.79717 0.45 0.84 1.03 -0.932
H -5.84611 1.62267 -0.40599 -1.17 -2.62 0.44 0.455
H -5.71782 0.05837 -0.44155 1.81 -1.79 -0.71 0.496
O 5.12771 -0.01461 -2.40158 -0.69 -0.11 -1.57 -0.943
H 2.61800 2.76927 2.97039 0.53 1.14 -0.96 0.464
H -1.72013 0.53956 4.52274 -0.40 -0.69 2.43 0.482
O -1.80439 0.25688 5.51070 1.15 0.56 -2.63 -0.950
H -1.39095 -0.47729 1.54507 0.94 -0.53 0.52 0.516
H 2.06509 1.57922 3.45861 -1.01 -2.04 -0.17 0.468
O 0.72399 -5.42463 2.78081 0.02 2.94 -0.65 -0.967
H -0.43279 -0.67854 -3.61628 6.14 5.63 -1.29 0.468
H 1.40197 -0.83400 -0.70104 -0.15 0.23 -0.34 0.467
O -0.69492 3.29692 -2.34171 2.97 -6.01 6.87 -0.899
H -0.86207 4.14353 -2.40957 -1.85 7.14 -1.25 0.439
H -0.40488 3.39400 -1.12115 -1.33 -1.09 -5.63 0.471
O -4.26378 -1.35592 -0.43782 2.87 3.29 -6.45 -1.033
H -3.51127 -0.50544 -0.05394 0.28 -3.12 -1.99 0.475
H -4.48697 -1.36775 0.38559 -3.05 -1.45 8.18 0.421
O 1.92411 -1.81023 0.97368 0.01 -0.29 -1.67 -0.972
H 2.35380 -2.10836 1.77186 0.35 -0.34 -0.09 0.486
H 5.30297 -0.11182 -1.48754 0.12 -0.14 1.43 0.462
O 0.06510 -2.88329 -1.75755 -0.77 2.14 -2.76 -0.977
H -0.11822 -2.78921 -2.77916 0.61 -0.94 2.58 0.484
O -1.07152 -1.20707 -3.42253 -5.77 -5.87 -1.10 -0.939
H -0.18741 -5.00085 2.99680 2.65 -0.66 -0.87 0.487
H -1.44305 -1.11173 -2.58174 -0.92 0.96 1.92 0.492
O 1.87384 1.05943 -3.64399 0.31 -1.53 0.28 -1.004
H 4.19183 -0.26214 -2.52064 0.58 0.34 0.19 0.481
H 2.00385 0.19499 -3.09391 -1.11 2.91 -0.75 0.506
O 1.40215 -0.07338 -1.29328 0.92 -3.05 -2.89 -1.000
H 2.73925 3.84266 -1.72414 5.38 0.84 -2.42 0.472
H 0.48522 1.53031 1.20851 1.28 -1.78 -0.89 0.485
O -0.72255 -0.73853 2.36183 2.01 2.66 -4.50 -1.063
H 1.20659 1.64788 -3.23280 0.62 -1.07 0.19 0.484
H -2.47180 0.60764 0.19630 -0.30 3.25 0.01 0.418
O 1.14906 0.93601 0.72369 -1.24 3.65 2.63 -0.965
H 1.10371 0.61807 -0.74101 -0.47 1.59 0.92 0.494
H 1.01405 0.04297 1.02466 -0.50 -0.79 0.79 0.520
O -2.11846 -0.23728 0.21240 0.44 -1.80 0.59 -1.147
H -0.22451 -1.92498 -1.64576 0.79 -1.79 0.95 0.469
H 2.25294 -2.27126 0.15134 -0.25 0.26 1.80 0.496
O 1.91114 3.73791 -1.46505 -5.75 -0.85 3.11 -0.965
H -1.25443 -1.05519 2.99400 -3.06 -2.04 3.69 0.443
H 1.21147 3.97574 -2.07305 0.59 -0.10 -0.72 0.483